Below is a cluster of 2 separate species, C4H12 in total at a distorted geometry, with properties calculated with ωB97M-V/def2-TZVPD.

The geometry in XYZ format:
```
16
Properties=species:S:1:pos:R:3:forces:R:3
C -1.70422 -0.06347 -1.68748 -0.58 -0.08 0.80
C -2.17802 1.25416 -1.04519 0.26 -0.34 -0.85
H -2.51349 -0.36953 -2.35266 0.42 -0.41 -0.33
H -0.71811 -0.00516 -2.14354 -0.12 0.41 -0.50
H -1.52008 -0.84400 -0.93757 -0.44 0.06 0.05
H -3.13945 1.16896 -0.53931 0.22 -0.35 0.52
H -1.36427 1.60030 -0.41206 -0.33 0.49 0.24
H -2.43405 1.96142 -1.84343 0.54 0.24 0.07
C 1.54148 -0.37491 0.75647 -0.36 -0.62 -0.22
C 2.35682 -0.82653 1.98681 -0.50 1.04 -0.23
H 1.40638 0.70139 0.66069 0.20 0.07 0.01
H 1.89464 -0.76689 -0.20178 0.35 0.19 0.08
H 0.53127 -0.79207 0.80259 -0.09 0.10 0.15
H 2.68913 0.06022 2.52956 0.17 0.04 0.06
H 1.67176 -1.33028 2.66710 0.36 -0.47 0.08
H 3.24931 -1.38920 1.73254 -0.09 -0.36 0.07
```
Positions in Å, forces in eV/Å.

Results
Highest occupied orbital energy (alpha / beta) in eV: 1.52 / -7.81
LUMO level (alpha / beta) in eV: 4.31 / 4.51
Relative energy (zero: lowest compared OMol25 entry of this formula, charge and spin) in kJ/mol: 37.4
Net charge: -1
⟨S²⟩: 0.75
Energy in Eh: -159.515918
Spin multiplicity: 2

***

Below is a cluster of 2 separate species, C4H12 in total at a distorted geometry, with properties calculated with ωB97M-V/def2-TZVPD.

The geometry in XYZ format:
```
16
Properties=species:S:1:pos:R:3:forces:R:3
C 2.86679 0.89299 -0.61959 -7.45 0.68 -6.26
C 1.97859 -0.28463 -0.40735 1.72 -3.22 -1.18
H 3.48279 1.01900 0.05486 5.32 1.86 7.44
H 3.52182 0.71418 -1.39038 1.25 -0.14 -2.66
H 2.15909 1.78898 -0.85671 1.78 -1.16 0.46
H 2.40964 -0.84184 0.43153 -1.00 0.07 0.46
H 0.98509 -0.00898 -0.40794 -2.10 0.27 1.10
H 1.93755 -1.13701 -1.20079 0.57 1.62 0.62
C -3.08564 0.15997 0.64053 2.54 0.89 -0.92
C -1.78405 -0.61601 0.38339 0.10 -0.05 1.57
H -3.53586 -0.29216 1.44210 -1.40 -0.87 2.13
H -2.88603 1.20221 0.89390 -0.15 0.05 -0.20
H -3.72439 0.07679 -0.18038 -1.18 0.17 -1.38
H -1.60792 -1.09353 -0.54488 0.00 0.18 -1.38
H -0.87604 -0.11356 0.71953 -0.15 0.29 -0.29
H -1.84143 -1.46642 1.04218 0.13 -0.64 0.49
```
Positions in Å, forces in eV/Å.

Results
Highest occupied orbital energy (alpha / beta) in eV: 1.57 / -7.35
LUMO level (alpha / beta) in eV: 4.27 / 4.57
Relative energy (zero: lowest compared OMol25 entry of this formula, charge and spin) in kJ/mol: 186.6
Net charge: -1
⟨S²⟩: 0.75
Energy in Eh: -159.459063
Spin multiplicity: 2

***

Below is a cluster of 2 separate species, C4H12 in total at a distorted geometry, with properties calculated with ωB97M-V/def2-TZVPD.

The geometry in XYZ format:
```
16
Properties=species:S:1:pos:R:3:forces:R:3
C -1.41222 1.35937 -1.35424 1.13 2.63 0.55
C -0.66828 2.54460 -0.56661 -5.20 0.96 -1.46
H -1.99164 2.02708 -1.94512 -1.44 -0.30 -1.11
H -0.71215 0.86503 -2.02751 -0.15 -0.49 0.41
H -1.99901 0.77897 -0.66203 -0.04 -0.60 -0.13
H -1.52898 3.14335 0.07290 1.75 -1.04 -1.90
H -0.26216 3.19029 -1.36229 0.67 -0.15 1.11
H -0.23489 2.07414 0.20431 3.25 -0.99 2.50
C 0.84828 -2.35055 1.55112 -1.90 -2.91 -0.97
C 1.37503 -1.64505 0.36270 0.22 4.41 1.25
H 0.02532 -1.86784 2.04076 -0.57 0.57 0.07
H 0.41220 -3.37235 1.16878 0.79 1.52 1.14
H 1.56790 -2.48275 2.32115 0.82 -0.57 0.53
H 2.25138 -0.94696 0.80479 -2.04 -0.92 -1.63
H 0.56570 -1.08867 -0.23082 1.18 -0.11 1.30
H 1.76352 -2.22865 -0.37790 1.51 -2.01 -1.66
```
Positions in Å, forces in eV/Å.

Results
Highest occupied orbital energy (alpha / beta) in eV: 1.50 / -7.19
LUMO level (alpha / beta) in eV: 4.24 / 4.35
Relative energy (zero: lowest compared OMol25 entry of this formula, charge and spin) in kJ/mol: 171.7
Net charge: -1
⟨S²⟩: 0.75
Energy in Eh: -159.464752
Spin multiplicity: 2

***

Below is a cluster of 2 separate species, C4H12 in total at a distorted geometry, with properties calculated with ωB97M-V/def2-TZVPD.

The geometry in XYZ format:
```
16
Properties=species:S:1:pos:R:3:forces:R:3
C -1.68802 -0.72810 1.47685 0.51 0.72 -0.22
C -2.19580 0.21744 0.37969 -1.31 -0.65 -0.07
H -0.75883 -0.29371 1.85751 0.06 -0.30 0.27
H -2.38537 -0.86433 2.30207 -0.08 0.18 0.06
H -1.45404 -1.71732 1.08494 0.00 -0.04 -0.13
H -1.69047 0.05535 -0.56967 0.16 0.11 0.04
H -3.25732 -0.00139 0.19720 0.06 -0.08 -0.18
H -2.21033 1.27982 0.61518 0.49 0.05 0.25
C 2.59466 0.64522 -0.78574 -0.63 -0.21 0.72
C 1.31677 -0.15868 -1.06782 0.06 0.28 -0.62
H 3.37207 0.52543 -1.53553 0.08 -0.02 -0.05
H 2.32625 1.69622 -0.66560 0.17 0.12 -0.34
H 2.97369 0.35953 0.19947 0.24 -0.07 -0.09
H 0.47244 0.29528 -0.55918 0.00 -0.11 0.26
H 1.35871 -1.21282 -0.78986 0.14 0.03 0.10
H 1.05297 -0.12239 -2.13028 0.05 -0.02 -0.01
```
Positions in Å, forces in eV/Å.

Results
Highest occupied orbital energy (alpha / beta) in eV: 1.58 / -7.75
LUMO level (alpha / beta) in eV: 4.25 / 4.41
Relative energy (zero: lowest compared OMol25 entry of this formula, charge and spin) in kJ/mol: 20.9
Net charge: -1
⟨S²⟩: 0.75
Energy in Eh: -159.522205
Spin multiplicity: 2

***

Below is a cluster of 2 separate species, C4H12 in total at a distorted geometry, with properties calculated with ωB97M-V/def2-TZVPD.

The geometry in XYZ format:
```
16
Properties=species:S:1:pos:R:3:forces:R:3
C -1.90102 -0.47151 -0.47171 -0.17 -0.98 0.63
C -1.27446 0.34804 -1.59105 -0.72 0.22 0.06
H -2.78907 -1.04981 -0.74952 0.03 0.31 -0.29
H -1.21867 -1.24888 -0.11471 0.19 0.15 -0.06
H -2.17347 0.07177 0.43750 0.01 0.34 -0.31
H -0.55370 -0.24100 -2.14182 0.38 0.05 -0.02
H -2.00549 0.68369 -2.32676 -0.18 -0.06 0.05
H -0.84684 1.26192 -1.19060 0.46 -0.04 -0.06
C 1.52920 0.80206 1.25291 -0.78 -0.29 0.92
C 1.71006 -0.64229 0.76780 0.12 0.48 -0.53
H 0.69105 1.25964 0.72957 0.24 0.27 -0.23
H 1.19863 0.82502 2.30040 0.22 -0.12 -0.08
H 2.41154 1.42982 1.22669 0.14 0.03 -0.42
H 1.24507 -0.74127 -0.21533 0.18 -0.14 -0.03
H 1.22362 -1.35428 1.41242 -0.19 -0.24 0.32
H 2.75355 -0.93293 0.67423 0.08 0.00 0.04
```
Positions in Å, forces in eV/Å.

Results
Highest occupied orbital energy in eV: -11.68
SMILES: CC.CC
LUMO level in eV: 1.20
Relative energy (zero: lowest compared OMol25 entry of this formula, charge and spin) in kJ/mol: 23.4
Net charge: 0
Energy in Eh: -159.576058
Spin multiplicity: 1

***

Below is a cluster of 2 separate species, C4H12 in total at a distorted geometry, with properties calculated with ωB97M-V/def2-TZVPD.

The geometry in XYZ format:
```
16
Properties=species:S:1:pos:R:3:forces:R:3
C 1.87775 -0.24970 -0.53671 -0.96 0.81 0.64
C 2.13008 -0.10328 1.01023 0.31 0.63 -1.43
H 1.11217 -1.03723 -0.66045 0.54 0.30 -0.43
H 1.45843 0.71598 -0.96467 0.33 -1.10 0.60
H 2.78755 -0.43929 -1.11901 -0.21 -0.30 0.34
H 2.57768 -1.02348 1.43685 -0.40 0.74 -0.04
H 2.76352 0.77370 1.12494 0.74 -0.28 0.24
H 1.24357 0.26866 1.52471 -0.33 -0.79 0.05
C -2.20721 0.87537 -0.26503 -0.16 -0.44 1.27
C -1.75425 -0.59834 -0.20478 -1.85 -0.02 2.75
H -2.77548 1.27669 0.63381 0.81 -0.61 -1.04
H -1.26497 1.40011 -0.38723 -0.19 0.70 -0.07
H -2.81477 0.97449 -1.14530 -0.34 0.49 -0.35
H -1.51968 -0.81519 -1.21990 1.17 -0.80 -0.38
H -2.57492 -1.30734 0.11270 0.49 0.80 -0.57
H -1.03947 -0.71114 0.65985 0.05 -0.12 -1.59
```
Positions in Å, forces in eV/Å.

Results
Highest occupied orbital energy in eV: -11.49
SMILES: CC.CC
LUMO level in eV: 1.15
Relative energy (zero: lowest compared OMol25 entry of this formula, charge and spin) in kJ/mol: 58.9
Net charge: 0
Energy in Eh: -159.562538
Spin multiplicity: 1